Below is a structure of composition C15H21B2F4N6O9V in a non-equilibrium geometry, with properties calculated with wB97M-V/def2-TZVPD.

Atoms and positions in Å:
H: -1.39354 3.51553 -2.65836
H: 0.98965 0.42214 -4.75447
O: -0.42593 -1.57455 0.33986
O: -2.18732 -4.98316 3.13878
H: 3.92483 -0.82650 2.86700
H: 3.30660 0.81696 3.12498
N: -5.25282 0.15994 -4.93135
H: -1.96432 -1.17080 -2.70217
H: -4.48357 0.22159 -2.29152
C: 3.08743 -0.24409 3.24269
H: 0.40094 -0.12559 4.83320
B: -0.90658 2.68222 1.13180
F: 2.99763 0.92695 -0.89127
C: 0.33105 -2.50892 2.45562
H: 1.87303 1.87364 -4.26971
F: 0.43065 2.96289 1.34954
C: -0.50424 -2.33416 1.36078
N: -2.49211 -0.35231 -2.42149
H: -5.58555 -0.80151 -5.03314
O: -1.13130 2.65397 -0.38300
O: 0.26415 -3.89424 4.41895
C: 1.85398 -0.58275 2.46107
C: -1.67146 -3.24804 1.41980
H: 2.51812 0.25653 -3.88344
H: 2.93437 -0.47610 4.29534
H: -0.48192 2.90818 -4.07267
N: 0.91465 -0.04410 -1.81061
H: -5.28370 0.59559 -5.85556
C: -3.86079 0.20591 -4.34052
C: -3.85498 -0.39099 -2.94041
H: -4.28746 -1.39865 -2.96952
B: 3.24171 -0.44612 -0.87522
O: 1.77154 -1.03637 -1.47376
N: 2.01278 -0.52761 1.02906
N: -0.00690 0.55647 1.69345
H: 0.84521 1.53612 4.45314
O: 3.21823 -0.94270 0.49603
O: 1.48093 -1.96993 2.83714
O: -2.57035 -3.36992 0.67435
C: 0.63101 0.30072 2.76249
C: -0.14815 -3.52296 3.38715
C: 0.86648 0.86626 -2.69949
C: -0.03259 1.95556 -2.20485
H: -0.81003 1.00575 4.14714
F: -1.79667 3.52421 1.68403
C: -0.43524 3.13905 -3.00836
H: -3.54658 1.24601 -4.31297
C: 0.22984 0.69153 4.13065
H: -3.20501 -0.34629 -5.01005
F: 4.22501 -0.85570 -1.66947
H: 0.29460 3.94116 -2.86617
O: -1.17299 1.25368 1.65448
V: 0.63345 -0.09182 0.00744
H: -2.53529 -0.36151 -1.40922
N: -0.32622 1.77617 -0.96419
H: -5.92240 0.65504 -4.33760
C: -1.51224 -4.13838 2.73613
C: 1.61559 0.85937 -3.97080

Atoms 1-6, force components in eV/Å:
H -0.01 -0.01 -0.01
H -0.02 0.04 0.01
O -0.79 -0.97 -0.10
O -0.07 -0.14 0.12
H 0.02 0.00 0.01
H 0.02 -0.01 -0.02

Summary:
HOMO level (alpha / beta) = -14.57 / -14.77 eV
LUMO energy (alpha / beta) = -7.268 / -9.533 eV
Charge = +2
Multiplicity = 3
HOMO-LUMO gap (alpha / beta) = 7.298 / 5.238 eV

Taken from the natural (NBO) analysis, the atomic charges in e are:
1. H 0.27
2. H 0.27
3. O -0.62
4. O -0.22
5. H 0.27
6. H 0.26
7. N -0.67
8. H 0.37
9. H 0.21
10. C -0.65
11. H 0.25
12. B 1.26
13. F -0.52
14. C 0.19
15. H 0.27
16. F -0.53
17. C 0.29
18. N -0.84
19. H 0.45
20. O -0.49
21. O -0.28
22. C 0.36
23. C 0.48
24. H 0.28
25. H 0.25
26. H 0.23
27. N -0.14
28. H 0.45
29. C -0.22
30. C -0.24
31. H 0.19
32. B 1.28
33. O -0.43
34. N -0.19
35. N -0.14
36. H 0.28
37. O -0.51
38. O -0.45
39. O -0.34
40. C 0.36
41. C 0.47
42. C 0.41
43. C 0.21
44. H 0.28
45. F -0.49
46. C -0.69
47. H 0.24
48. C -0.71
49. H 0.23
50. F -0.47
51. H 0.27
52. O -0.53
53. V 1.25
54. H 0.39
55. N -0.09
56. H 0.45
57. C 0.46
58. C -0.69